Molecular formula: C3H6ClNO2
Method: DFT, ωB97M-V with the def2-TZVPD basis set

The energy relative to the best compared isomer or geometry (same formula, charge and spin) comes out at 96.6 kcal/mol. As for the LUMO energy (spin up / spin down): 0.384 / -0.963 eV.

```
! wB97M-V def2-TZVPD RIJCOSX def2/J DEFGRID3
* xyz 0 1
Cl 2.217 -1.674 -0.104
O -3.699 -1.724 -0.276
H -0.465 1.321 0.157
C -3.319 -0.914 -0.967
H -1.132 -0.112 1.580
N 0.301 1.167 0.758
C -0.151 0.437 1.773
H 0.394 0.166 2.646
C 2.567 -0.099 -1.016
H 3.401 -0.060 -1.704
H 1.631 0.404 -1.426
H 1.186 1.116 0.181
O -2.932 -0.029 -1.602
*
```